[1]
# C27H27F9O27

A 9-piece molecular cluster, C27H27F9O27 overall at a distorted geometry (wB97M-V/def2-TZVPD, OMol25).

Element x y z (Å)
O1 -2.010 -0.270 4.883
C1 -2.960 0.418 5.035
O2 -3.668 0.546 6.178
C2 -4.914 1.113 5.819
C3 -4.596 1.876 4.515
F1 -4.349 3.190 4.773
O3 -3.412 1.262 4.074
H1 -5.711 0.409 5.576
H2 -5.259 1.859 6.530
H3 -5.418 1.831 3.806
O4 1.741 -0.953 0.756
C4 0.637 -0.512 0.728
O5 -0.211 -0.714 -0.289
C5 -1.281 0.202 -0.171
C6 -1.313 0.445 1.344
F2 -1.955 -0.580 1.947
O6 0.080 0.334 1.622
H4 -1.028 1.140 -0.673
H5 -2.222 -0.182 -0.551
H6 -1.679 1.422 1.640
O7 1.657 -5.108 3.400
C7 1.689 -4.012 3.846
O8 0.803 -3.032 3.596
C8 1.326 -1.816 4.140
C9 2.219 -2.330 5.251
F3 1.478 -2.619 6.365
O9 2.649 -3.563 4.708
H7 1.889 -1.384 3.310
H8 0.588 -1.107 4.505
H9 3.079 -1.751 5.569
O10 -0.672 -5.912 -1.967
C10 -0.198 -5.203 -1.139
O11 -0.879 -4.595 -0.161
C11 0.037 -3.890 0.706
C12 1.290 -3.823 -0.175
F4 2.419 -3.948 0.545
O12 1.123 -4.939 -1.032
H10 -0.318 -2.939 1.078
H11 0.197 -4.588 1.526
H12 1.310 -2.931 -0.802
O13 -3.216 -1.404 -2.172
C13 -3.523 -2.277 -2.915
O14 -2.950 -2.525 -4.112
C14 -3.311 -3.847 -4.542
C15 -4.558 -4.107 -3.706
F5 -4.658 -5.409 -3.376
O15 -4.336 -3.308 -2.562
H13 -3.568 -3.889 -5.596
H14 -2.487 -4.502 -4.266
H15 -5.481 -3.752 -4.169
O16 7.386 -3.535 -0.407
C16 6.607 -2.705 -0.101
O17 5.434 -2.919 0.514
C17 4.731 -1.688 0.662
C18 5.807 -0.644 0.395
F6 6.224 -0.038 1.552
O18 6.812 -1.352 -0.245
H16 3.992 -1.623 -0.138
H17 4.184 -1.638 1.595
H18 5.442 0.148 -0.256
O19 -0.451 2.798 -2.857
C19 -0.604 3.719 -3.579
O20 -0.859 3.653 -4.888
C20 -1.096 4.941 -5.418
C21 -0.707 5.870 -4.270
F7 -1.709 6.765 -4.046
O21 -0.589 5.032 -3.159
H19 -0.502 5.131 -6.308
H20 -2.147 5.117 -5.650
H21 0.187 6.450 -4.492
O22 -3.756 4.559 1.945
C22 -2.789 4.916 1.364
O23 -2.715 6.077 0.672
C23 -1.514 6.093 -0.090
C24 -0.710 4.934 0.467
F8 0.204 5.399 1.366
O24 -1.696 4.160 1.094
H22 -1.735 6.043 -1.159
H23 -1.039 7.073 -0.030
H24 -0.161 4.286 -0.210
O25 5.601 -0.073 -4.146
C25 4.613 0.151 -3.546
O26 3.938 -0.727 -2.762
C26 2.659 -0.144 -2.522
C27 3.037 1.318 -2.453
F9 3.527 1.571 -1.190
O27 4.050 1.417 -3.391
H25 2.011 -0.320 -3.388
H26 2.090 -0.486 -1.662
H27 2.172 1.947 -2.656

Electronic energy (Eh): -3975.47756
Molecular weight (g mol⁻¹): 954.5
Orbital gap (eV): 10.665
HOMO level (eV): -10.9264
LUMO energy (eV): -0.26

=====

[2]
# C27H27N7O4Pd

C27H27N7O4Pd as an isolated structure (wB97M-V/def2-TZVPD, OMol25).

Element x y z (Å)
Pd1 0.289 -0.230 1.058
C1 -1.638 -2.200 3.323
N1 -1.446 -2.329 1.887
C2 -1.108 -3.695 1.534
C3 -2.614 -1.839 1.169
C4 -2.678 -0.327 1.045
C5 -3.936 0.269 0.965
C6 -4.080 1.638 0.819
C7 -2.947 2.438 0.763
C8 -1.691 1.854 0.841
C9 -1.534 0.473 0.974
H1 -2.431 -2.871 3.688
H2 -1.906 -1.173 3.567
H3 -0.711 -2.446 3.843
H4 -1.896 -4.413 1.813
H5 -0.188 -3.983 2.042
H6 -0.937 -3.772 0.459
H7 -3.540 -2.196 1.649
H8 -2.614 -2.284 0.169
H9 -4.819 -0.358 1.033
H10 -5.067 2.079 0.765
H11 -3.042 3.513 0.664
H12 -0.812 2.488 0.798
O1 0.337 0.070 3.135
C10 1.241 -0.330 3.875
C11 2.530 -0.856 3.535
C12 3.376 -1.122 4.625
C13 4.651 -1.567 4.428
C14 5.150 -1.770 3.126
C15 4.352 -1.532 2.051
C16 2.997 -1.079 2.189
O2 2.297 -0.920 1.145
N2 5.506 -1.829 5.575
O3 5.045 -1.651 6.689
O4 6.652 -2.180 5.358
H13 1.051 -0.254 4.956
H14 3.021 -0.968 5.636
H15 6.166 -2.118 3.005
H16 4.711 -1.692 1.043
C17 2.134 1.186 -1.384
C18 1.045 0.264 -1.802
N3 0.243 -0.401 -0.997
C19 -0.625 -1.125 -1.782
C20 -0.339 -0.899 -3.085
N4 0.721 -0.016 -3.090
C21 1.262 0.628 -4.267
N5 0.217 1.288 -4.999
N6 -0.002 0.980 -6.302
N7 -0.993 1.653 -6.735
C22 -1.482 2.429 -5.703
C23 -2.566 3.311 -5.661
C24 -2.834 3.915 -4.456
C25 -2.055 3.653 -3.309
C26 -0.981 2.794 -3.335
C27 -0.708 2.194 -4.569
H17 2.131 1.245 -0.299
H18 1.994 2.187 -1.796
H19 3.110 0.814 -1.699
H20 -1.393 -1.739 -1.351
H21 -0.789 -1.254 -3.996
H22 1.712 -0.092 -4.949
H23 2.019 1.339 -3.942
H24 -3.164 3.494 -6.543
H25 -3.667 4.601 -4.374
H26 -2.319 4.134 -2.376
H27 -0.408 2.584 -2.442

Electronic energy (Eh): -1857.11095
Molecular weight (g mol⁻¹): 620.0
Orbital gap (eV): 7.960
HOMO level (eV): -8.0506
LUMO energy (eV): -0.09

=====

[3]
# C27H28As2CuN3O10

C27H28As2CuN3O10 as an isolated structure (wB97M-V/def2-TZVPD, OMol25).

Element x y z (Å)
Cu1 0.041 -0.281 -0.391
O1 3.365 -1.361 3.787
C1 2.137 -1.637 4.265
C2 2.065 -2.224 5.529
C3 0.842 -2.553 6.078
C4 -0.342 -2.302 5.386
C5 -0.274 -1.701 4.146
C6 0.949 -1.357 3.566
C7 0.930 -0.741 2.215
O2 -0.153 -0.355 1.714
N1 2.144 -0.634 1.610
N2 1.973 -0.303 0.324
C8 2.868 0.222 -0.412
C9 2.444 0.512 -1.801
C10 3.371 0.780 -2.798
C11 2.934 0.996 -4.092
C12 1.576 0.944 -4.363
C13 0.709 0.689 -3.315
N3 1.120 0.491 -2.060
H1 3.243 -0.997 2.876
H2 2.991 -2.419 6.053
H3 0.808 -3.018 7.056
H4 -1.298 -2.579 5.810
H5 -1.172 -1.488 3.582
H6 3.869 0.465 -0.064
H7 4.426 0.798 -2.551
H8 3.645 1.194 -4.883
H9 1.190 1.099 -5.360
H10 -0.361 0.645 -3.479
C14 2.336 -5.669 0.961
O3 1.154 -5.687 1.767
C15 -0.027 -5.395 1.202
O4 -1.019 -5.321 1.864
C16 -0.070 -5.033 -0.270
C17 -0.298 -5.893 -1.258
As1 -0.577 -5.428 -3.146
C18 -2.238 -6.443 -3.407
C19 -1.494 -3.712 -2.853
C20 -1.222 -2.821 -1.906
As2 0.121 -3.069 -0.480
C21 1.688 -3.098 -1.687
C22 -1.934 -1.499 -1.906
O5 -2.359 -0.917 -2.864
O6 -2.027 -0.992 -0.639
C23 -2.861 0.180 -0.483
C24 -2.508 -3.465 -3.938
O7 -2.232 -3.497 -5.108
O8 -3.741 -3.319 -3.452
C25 -4.742 -3.023 -4.439
C26 -0.224 -7.381 -1.079
O9 -0.108 -8.144 -2.009
O10 -0.236 -7.769 0.194
C27 -0.115 -9.185 0.410
H11 3.131 -6.046 1.596
H12 2.580 -4.652 0.653
H13 2.236 -6.309 0.086
H14 -1.983 -7.497 -3.443
H15 -2.668 -6.145 -4.362
H16 -2.945 -6.251 -2.602
H17 1.767 -4.048 -2.213
H18 2.590 -2.917 -1.105
H19 1.571 -2.294 -2.414
H20 -2.668 0.521 0.528
H21 -3.902 -0.106 -0.609
H22 -2.594 0.936 -1.217
H23 -5.647 -2.817 -3.880
H24 -4.885 -3.877 -5.099
H25 -4.445 -2.159 -5.028
H26 -0.186 -9.321 1.483
H27 0.843 -9.540 0.036
H28 -0.917 -9.711 -0.102

Electronic energy (Eh): -8074.34040
Molecular weight (g mol⁻¹): 767.9
Orbital gap (eV): 7.299
HOMO level (eV): -7.7178
LUMO energy (eV): -0.42

=====

[4]
# C27H28AsNSTa

C27H28AsNSTa as an isolated structure at a distorted geometry (wB97M-V/def2-TZVPD, OMol25).

Element x y z (Å)
Ta1 0.346 0.223 -0.535
S1 4.817 0.671 -1.492
C1 4.688 -0.855 -0.646
C2 5.676 -1.783 -0.358
C3 5.313 -2.931 0.319
C4 3.988 -3.158 0.705
C5 2.998 -2.237 0.426
C6 3.353 -1.070 -0.255
N1 2.505 -0.043 -0.606
C7 3.137 0.928 -1.280
C8 2.390 2.071 -1.765
C9 3.001 3.149 -2.416
C10 2.238 4.218 -2.857
C11 0.864 4.238 -2.658
C12 0.240 3.168 -2.019
C13 0.993 2.102 -1.574
H1 6.697 -1.605 -0.658
H2 6.066 -3.668 0.549
H3 3.738 -4.068 1.229
H4 1.962 -2.414 0.715
H5 4.070 3.144 -2.572
H6 2.721 5.040 -3.363
H7 0.278 5.076 -3.001
H8 -0.838 3.180 -1.882
C14 -3.258 2.346 1.818
C15 -2.685 1.073 2.432
As1 -0.736 0.862 2.076
C16 0.171 2.433 2.937
C17 -0.298 2.687 4.370
C18 -0.172 -0.820 3.004
C19 -0.806 -1.051 4.375
H9 -4.312 2.435 2.081
H10 -3.184 2.330 0.729
H11 -2.747 3.232 2.202
H12 -3.203 0.182 2.063
H13 -2.773 1.100 3.528
H14 -0.030 3.310 2.308
H15 1.250 2.235 2.923
H16 -1.376 2.843 4.431
H17 0.183 3.593 4.742
H18 -0.011 1.871 5.033
H19 0.920 -0.785 3.102
H20 -0.443 -1.643 2.328
H21 -0.502 -0.289 5.091
H22 -0.472 -2.014 4.762
H23 -1.896 -1.080 4.320
C20 -1.246 -0.768 -1.420
C21 -1.981 -1.475 -2.121
C22 -2.823 -2.292 -2.862
C23 -2.586 -3.692 -2.898
C24 -3.404 -4.509 -3.638
C25 -4.477 -3.969 -4.351
C26 -4.709 -2.592 -4.344
C27 -3.904 -1.756 -3.608
H24 -1.759 -4.099 -2.335
H25 -3.226 -5.575 -3.667
H26 -5.136 -4.623 -4.905
H27 -5.530 -2.188 -4.920
H28 -4.080 -0.691 -3.590

Net charge: +3
Electronic energy (Eh): -3790.27245
Molecular weight (g mol⁻¹): 654.5
Orbital gap (alpha / beta) (eV): 5.715 / 5.684
HOMO level (alpha / beta) (eV): -17.0920 / -17.0862
LUMO energy (alpha / beta) (eV): -11.38 / -11.40

=====

Please write out number 3 again, unchanged.
# C27H28As2CuN3O10

C27H28As2CuN3O10 as an isolated structure (wB97M-V/def2-TZVPD, OMol25).

Element x y z (Å)
Cu1 0.041 -0.281 -0.391
O1 3.365 -1.361 3.787
C1 2.137 -1.637 4.265
C2 2.065 -2.224 5.529
C3 0.842 -2.553 6.078
C4 -0.342 -2.302 5.386
C5 -0.274 -1.701 4.146
C6 0.949 -1.357 3.566
C7 0.930 -0.741 2.215
O2 -0.153 -0.355 1.714
N1 2.144 -0.634 1.610
N2 1.973 -0.303 0.324
C8 2.868 0.222 -0.412
C9 2.444 0.512 -1.801
C10 3.371 0.780 -2.798
C11 2.934 0.996 -4.092
C12 1.576 0.944 -4.363
C13 0.709 0.689 -3.315
N3 1.120 0.491 -2.060
H1 3.243 -0.997 2.876
H2 2.991 -2.419 6.053
H3 0.808 -3.018 7.056
H4 -1.298 -2.579 5.810
H5 -1.172 -1.488 3.582
H6 3.869 0.465 -0.064
H7 4.426 0.798 -2.551
H8 3.645 1.194 -4.883
H9 1.190 1.099 -5.360
H10 -0.361 0.645 -3.479
C14 2.336 -5.669 0.961
O3 1.154 -5.687 1.767
C15 -0.027 -5.395 1.202
O4 -1.019 -5.321 1.864
C16 -0.070 -5.033 -0.270
C17 -0.298 -5.893 -1.258
As1 -0.577 -5.428 -3.146
C18 -2.238 -6.443 -3.407
C19 -1.494 -3.712 -2.853
C20 -1.222 -2.821 -1.906
As2 0.121 -3.069 -0.480
C21 1.688 -3.098 -1.687
C22 -1.934 -1.499 -1.906
O5 -2.359 -0.917 -2.864
O6 -2.027 -0.992 -0.639
C23 -2.861 0.180 -0.483
C24 -2.508 -3.465 -3.938
O7 -2.232 -3.497 -5.108
O8 -3.741 -3.319 -3.452
C25 -4.742 -3.023 -4.439
C26 -0.224 -7.381 -1.079
O9 -0.108 -8.144 -2.009
O10 -0.236 -7.769 0.194
C27 -0.115 -9.185 0.410
H11 3.131 -6.046 1.596
H12 2.580 -4.652 0.653
H13 2.236 -6.309 0.086
H14 -1.983 -7.497 -3.443
H15 -2.668 -6.145 -4.362
H16 -2.945 -6.251 -2.602
H17 1.767 -4.048 -2.213
H18 2.590 -2.917 -1.105
H19 1.571 -2.294 -2.414
H20 -2.668 0.521 0.528
H21 -3.902 -0.106 -0.609
H22 -2.594 0.936 -1.217
H23 -5.647 -2.817 -3.880
H24 -4.885 -3.877 -5.099
H25 -4.445 -2.159 -5.028
H26 -0.186 -9.321 1.483
H27 0.843 -9.540 0.036
H28 -0.917 -9.711 -0.102

Electronic energy (Eh): -8074.34040
Molecular weight (g mol⁻¹): 767.9
Orbital gap (eV): 7.299
HOMO level (eV): -7.7178
LUMO energy (eV): -0.42

=====

- Look up the electronic energy of the fourth one.
  -3790.27245 Eh

=====

- The highest electronic energy belongs to which entry?
  C27H27N7O4Pd